Below is a 6-piece molecular cluster, C18H52NO21P5 overall at a distorted geometry, with properties calculated with the ωB97M-V functional and the def2-TZVPD basis.

## Properties
**Largest force on an atom**: 5.29 eV/A
**HOMO**: -9.51 eV

Last column: Mulliken charge in e.
CARTESIAN COORDINATES (ANGSTROEM)
C: -1.05138 -4.54293 -0.27227  -0.653
O: -0.83446 -3.49555 0.63560  -0.224
P: -2.04130 -2.34943 1.02943  0.568
O: -3.45204 -2.80345 1.16670  -0.724
O: -1.43508 -1.72840 2.41208  0.217
C: -1.99155 -2.12302 3.60347  -0.900
O: -1.79001 -1.25193 -0.14995  -0.292
C: -0.68464 -0.32759 -0.09567  -0.070
H: -0.13680 -4.53173 -0.86516  0.119
H: -1.92394 -4.28689 -0.87325  0.350
H: -0.94895 -5.58840 0.01856  0.252
H: -2.50252 -1.28943 4.08527  0.145
H: -1.15026 -2.43938 4.22011  0.301
H: -2.72558 -2.92857 3.58345  0.387
H: -1.05817 0.65823 0.18137  0.076
H: -0.17125 -0.22555 -1.05177  0.215
H: -0.02292 -0.62528 0.71772  0.216
C: -5.86696 3.47412 1.84660  -0.922
O: -4.57176 3.51957 1.26518  -0.134
P: -4.25804 2.81675 -0.15105  0.634
O: -5.38350 3.06888 -1.12824  -0.775
O: -2.76692 3.44206 -0.63510  -0.158
C: -2.48185 4.73264 -1.00832  -0.650
O: -3.89308 1.40337 0.31403  0.109
C: -4.73138 0.46199 0.84323  -0.626
H: -6.14674 4.47442 2.17709  0.290
H: -5.86452 2.88545 2.76398  0.266
H: -6.74387 3.28289 1.22809  0.405
H: -3.47877 5.15191 -1.14424  0.392
H: -1.78525 4.82107 -1.84201  0.148
H: -1.95754 5.20304 -0.17651  0.218
H: -4.68906 -0.42200 0.20694  0.207
H: -5.76292 0.76324 1.02566  0.377
H: -4.23995 0.40603 1.81455  0.188
C: 3.26296 -5.07384 -7.97029  -0.713
O: 2.61215 -5.07434 -6.72301  -0.402
P: 2.41702 -3.57500 -6.00318  1.095
O: 1.86340 -2.56047 -6.94307  -0.664
O: 1.44377 -4.00735 -4.83166  -0.343
C: 0.89963 -3.01266 -3.99301  -0.222
O: 3.74090 -3.11461 -5.23382  -0.253
C: 4.71151 -2.37131 -5.89144  -0.630
H: 2.71740 -5.49005 -8.81718  0.288
H: 4.26630 -5.49828 -7.93478  0.304
H: 3.34709 -4.06531 -8.37511  0.292
H: -0.04708 -2.56176 -4.29056  0.309
H: 1.58790 -2.23276 -3.66722  0.154
H: 0.50912 -3.53225 -3.11802  0.004
H: 4.63336 -2.33494 -6.97802  0.293
H: 5.70437 -2.76834 -5.68001  0.343
H: 4.71169 -1.32883 -5.57315  0.179
C: -0.54457 4.96957 4.69668  -0.791
O: -0.58054 3.56605 4.94148  -0.417
P: -1.16934 2.65421 3.71421  1.042
O: -1.23729 3.36237 2.37540  -0.531
O: -0.24523 1.22751 3.74624  -0.019
C: 0.05140 0.68419 5.01388  -0.674
O: -2.62122 2.21349 4.33153  -0.357
C: -3.67414 3.13483 4.72213  -0.602
H: -1.48755 5.44790 4.96141  0.311
H: -0.29259 5.44089 3.74670  0.300
H: 0.10661 5.33540 5.49054  0.331
H: 1.00292 0.15275 4.99674  0.219
H: -0.71614 -0.08188 5.12397  0.195
H: -0.14689 1.30517 5.88747  0.291
H: -4.63276 2.67480 4.48228  0.193
H: -3.72023 3.25496 5.80452  0.256
H: -3.52690 4.09191 4.22173  0.299
C: 1.32424 4.15381 -2.96386  -0.436
O: 2.66159 3.85987 -2.53759  -0.409
P: 2.94367 2.43188 -1.72154  0.451
O: 4.40964 2.19022 -1.31389  -0.740
O: 2.20450 1.29568 -2.57812  -0.018
C: 2.63019 0.68017 -3.74983  -0.842
O: 1.85005 2.58712 -0.53485  0.149
C: 1.98737 2.05207 0.79454  -0.221
H: 0.63712 3.90800 -2.15420  0.100
H: 0.99548 3.55874 -3.81587  0.261
H: 1.18693 5.20684 -3.20961  0.328
H: 2.92747 1.55122 -4.33376  0.403
H: 1.71658 0.36841 -4.25602  0.330
H: 3.30034 -0.16375 -3.58608  0.216
H: 2.85200 2.53688 1.24785  0.437
H: 2.25177 0.99584 0.74355  -0.006
H: 1.05378 2.22877 1.32865  -0.013
C: 3.27886 -4.19311 4.32418  -0.878
N: 3.16079 -3.22232 3.16771  -0.204
C: 2.98347 -3.51760 1.88172  0.663
C: 2.75429 -2.37271 0.90098  -0.425
O: 3.08088 -4.68088 1.54544  -0.681
H: 4.26650 -4.65371 4.30191  0.313
H: 2.66439 -5.09189 4.27229  0.291
H: 3.18510 -3.60779 5.23891  0.311
H: 3.22085 -2.21639 3.23554  0.197
H: 2.85710 -1.38015 1.33955  0.068
H: 1.78935 -2.50627 0.41195  -0.027
H: 3.42161 -2.43710 0.04154  0.351